Record 1
C6H6ClN2 | wB97M-V/def2-TZVPD

```
15
Properties=species:S:1:pos:R:3:mulliken_charge:R:1
Cl 2.40557 2.66822 -2.73341 -0.06
C 1.51601 1.85942 -1.42935 0.48
N 1.87137 0.71817 -1.06794 0.59
N 2.07170 -0.29473 -0.53694 -0.59
C 1.29027 -1.51405 -0.21959 -0.43
C 0.07876 -0.90194 0.49345 -0.33
C -0.69266 0.20345 0.38463 -0.07
C -0.73736 1.45142 -0.32914 -0.46
C 0.26553 2.25275 -0.82822 -0.20
H 1.10972 -2.00572 -1.09214 0.35
H 1.87943 -1.97400 0.42877 0.37
H -0.00463 -1.53986 1.26532 0.39
H -1.54634 0.28668 1.01588 0.27
H -1.67491 1.83903 -0.09045 0.39
H 0.01652 3.38589 -0.95842 0.30
```

Summary:
2S+1: 1
LUMO energy: -0.214 Eh
Calculated total energy: -801.47272 a.u.
Charge: +1
F_max: 0.12278 hartree/bohr
Relative energy (zero: lowest compared OMol25 entry of this formula, charge and spin): 144.2 kJ/mol
SMILES string: ClC1=[N+]=NC/C=C\C=C/1
HOMO level: -13.8 eV


Record 2
C6H6ClN3O2 | wB97M-V/def2-TZVPD

```
18
Properties=species:S:1:pos:R:3:mulliken_charge:R:1
C 1.70716 -0.35973 1.42271 -0.47
C 2.92653 0.19341 1.51124 -0.19
C 2.54802 1.31208 -0.43385 -0.05
C 0.97396 -0.05791 0.20252 0.54
C -0.39787 -0.49807 0.08914 0.40
C -2.66272 -0.44917 -0.91673 0.55
N 3.37534 0.97394 0.58763 -0.63
N 1.41398 0.78985 -0.71911 -0.53
N -3.13861 0.20980 -2.06528 -0.45
O -1.32476 -0.30313 -0.83308 -0.30
O -0.82213 -1.16450 1.24301 -0.57
Cl -3.59309 -1.45889 0.04697 -0.19
H 1.01152 -0.80503 2.17240 0.30
H 3.40841 0.29489 2.39064 0.47
H 2.80943 2.11161 -1.07336 0.43
H -2.75270 1.12169 -2.14745 0.21
H -3.98105 -0.08772 -2.49343 0.21
H -1.50139 -1.82313 1.01604 0.26
```

Summary:
2S+1: 1
LUMO energy: -0.017 Eh
Calculated total energy: -1007.01682 a.u.
Charge: 0
F_max: 0.08631 hartree/bohr
Relative energy (zero: lowest compared OMol25 entry of this formula, charge and spin): 16.7 kJ/mol
HOMO level: -6.3 eV


Record 3
C6H6CrF12O14S4 | wB97M-V/def2-TZVPD

```
43
Properties=species:S:1:pos:R:3:mulliken_spin:R:1
Cr -0.57159 0.04509 -0.42440 3.94
C 2.64428 1.22239 -3.35633 0.00
F 1.91048 0.17893 -3.79029 0.00
F 3.85793 1.33245 -3.76628 0.00
F 1.96334 2.33576 -3.79964 0.00
S 2.46307 1.25704 -1.45328 0.00
O 3.44218 0.23941 -0.95619 0.00
O 2.72142 2.60279 -1.17503 0.00
O 1.09476 0.91940 -1.11366 -0.03
C 0.72976 -4.43092 -0.57060 0.00
F 0.05231 -5.19055 -1.48080 0.00
F 0.05331 -4.12716 0.43847 0.00
F 1.84414 -4.98686 -0.11620 0.00
S 1.15470 -2.79424 -1.49436 0.01
O 0.03944 -1.83599 -1.27284 0.01
O 2.38405 -2.31392 -0.86722 0.00
O 1.27203 -3.19384 -2.89674 0.00
C 2.13121 0.29507 3.40391 0.00
F 3.24791 -0.23339 4.03386 0.00
F 1.13948 0.53007 4.22351 0.00
F 2.52040 1.40521 2.75924 0.00
S 1.52634 -1.06294 2.17367 0.01
O 0.57805 -0.36786 1.20591 -0.04
O 2.74443 -1.54858 1.56931 0.00
O 0.76989 -2.01452 3.10315 0.00
C -1.74224 2.76115 3.02725 0.00
F -1.83475 3.82307 3.83969 0.00
F -0.90468 1.97157 3.60590 0.00
F -2.95710 2.19388 2.97685 0.00
S -1.20978 3.20574 1.24512 0.02
O -2.38368 3.93072 0.74401 0.00
O 0.03616 3.98301 1.24607 0.00
O -0.96235 1.93537 0.50942 0.03
C -3.05032 -0.06343 -1.90394 0.00
C -3.38772 -0.24991 -0.45932 0.00
O -2.31376 -0.88390 0.22613 -0.02
O -1.79183 0.58396 -2.04237 0.03
H -3.90117 0.54504 -2.21038 0.00
H -3.09014 -0.97635 -2.49817 0.00
H -4.30260 -0.81588 -0.28390 0.00
H -3.57810 0.65799 0.11300 0.00
H -2.60698 -1.77481 0.43081 0.01
H -1.73228 0.90994 -2.94336 0.00
```

Summary:
2S+1: 5
LUMO energy (spin up / spin down): 0.134 / 0.133 Eh
Calculated total energy: -5121.35461 a.u.
Charge: -2
F_max: 0.10914 hartree/bohr
Relative energy (zero: lowest compared OMol25 entry of this formula, charge and spin): 284.3 kJ/mol
⟨S²⟩: 6.004
HOMO level (spin up / spin down): -1.9 / -3.7 eV


Record 4
C6H6F2N2O4 | wB97M-V/def2-TZVPD

```
20
Properties=species:S:1:pos:R:3:mulliken_charge:R:1
C 0.23241 -1.78502 -0.30056 -0.35
C -0.20814 -1.08478 -1.38684 -0.59
C 0.88978 -1.14621 0.83008 -1.02
C -0.45783 0.99516 0.25781 -1.50
C 0.09045 0.29296 -1.61192 0.72
C -0.06641 -0.03122 1.24922 1.22
N -0.88769 1.00091 -2.51452 0.97
N 0.51507 0.73352 2.53808 0.88
O -2.05018 0.66599 -2.58798 -0.57
O -0.44550 1.92467 -3.09816 -0.57
O 0.48589 0.04869 3.54108 -0.55
O 0.91945 1.84839 2.41608 -0.56
F 1.39057 0.63694 -1.90752 -0.28
F -1.22785 -0.53726 1.75139 -0.35
H -0.07474 -2.82831 -0.04543 0.32
H -0.93662 -1.53640 -1.93362 0.41
H 1.04887 -1.73300 1.74002 0.47
H 1.93492 -0.72516 0.68222 0.33
H 0.21333 1.88281 0.10232 0.44
H -1.36577 1.37733 0.27828 0.58
```

Summary:
2S+1: 1
LUMO energy: -0.028 Eh
Calculated total energy: -842.13103 a.u.
Charge: 0
F_max: 0.15760 hartree/bohr
Relative energy (zero: lowest compared OMol25 entry of this formula, charge and spin): 186.6 kJ/mol
HOMO level: -10.2 eV


Record 5
C6H6F3N2 | wB97M-V/def2-TZVPD

```
17
Properties=species:S:1:pos:R:3:mulliken_charge:R:1
C -2.38991 0.25885 1.01748 0.24
C -1.81417 -1.10809 0.26904 0.50
C -2.93313 1.22289 0.35279 0.48
C 0.54616 -0.50415 -0.05129 0.62
C 1.71467 -1.20148 0.59693 -1.17
C 1.59340 1.29296 -1.33036 -0.80
N -0.61720 -1.25580 0.04848 -0.10
N 0.54551 0.48006 -0.89757 -0.37
F -2.16305 0.21304 2.31568 -0.16
F -2.84469 -1.93870 0.20076 -0.17
F -3.31387 1.58026 -0.79414 -0.05
H 2.34490 -0.47349 0.99090 0.43
H 1.17676 -1.74078 1.38847 0.33
H 2.28438 -1.77376 -0.09010 0.30
H 2.65687 0.89178 -1.13265 0.29
H 1.44180 1.78762 -2.27489 0.33
H 1.77160 2.26878 -0.60953 0.29
```

Summary:
2S+1: 1
LUMO energy (spin up / spin down): -0.313 / -0.313 Eh
Calculated total energy: -640.78917 a.u.
Charge: +1
F_max: 0.10190 hartree/bohr
Relative energy (zero: lowest compared OMol25 entry of this formula, charge and spin): 634.1 kJ/mol
HOMO level (spin up / spin down): -13.8 / -13.8 eV


Record 6
C6H6F3N5 | wB97M-V/def2-TZVPD

```
20
Properties=species:S:1:pos:R:3:mulliken_charge:R:1
H -1.67718 0.47639 2.85214 0.24
N -1.26335 0.70388 1.95892 -0.67
C -0.66598 -0.29781 1.44153 0.09
C 0.03282 -0.14086 0.09692 -0.03
C 0.50512 1.20651 -0.19200 0.27
N 0.14649 2.29765 0.53017 -0.34
N 1.36022 1.30487 -1.28506 -0.66
C 1.62656 0.23433 -1.97466 0.02
N 1.10551 -0.99989 -1.82204 -0.68
C 0.22234 -1.19913 -0.84810 0.69
N -0.19035 -2.45046 -0.92546 -0.38
C -0.58822 -1.72296 2.10386 0.79
F 0.54806 -2.47574 1.89051 -0.25
F -1.64514 -2.45773 1.69732 -0.24
F -0.64295 -1.53252 3.40899 -0.26
H -0.38796 1.95062 1.32369 0.31
H 0.34808 3.12955 0.05684 0.25
H 2.42317 0.55916 -2.69064 0.34
H -1.09725 -2.75018 -0.53292 0.25
H 0.31520 -3.08194 -1.54328 0.25
```

Summary:
2S+1: 1
LUMO energy: 0.005 Eh
Calculated total energy: -805.62280 a.u.
Charge: 0
F_max: 0.07669 hartree/bohr
Relative energy (zero: lowest compared OMol25 entry of this formula, charge and spin): 0.0 kJ/mol
SMILES string: [H]/N=C(/c1c(N)ncnc1N)C(F)(F)F
HOMO level: -8.9 eV


Record 7
C6H6FLiNaO6 | wB97M-V/def2-TZVPD

```
21
Properties=species:S:1:pos:R:3:mulliken_spin:R:1
H 2.00744 0.43776 -1.05086 0.00
O -1.74098 -2.00711 -0.74390 -0.01
O -0.62748 -1.71126 1.09294 -0.07
O -2.64402 -0.76863 0.88554 0.04
C -0.32820 -2.40092 -1.05307 0.01
C 0.16878 -2.60978 0.32538 0.00
C -1.76512 -1.52420 0.43602 -0.32
H -0.38834 -3.32882 -1.63087 0.00
F -0.07042 -3.89594 0.91338 0.00
H 1.22895 -2.42569 0.52809 0.00
Li -4.40505 -0.75167 0.06509 0.90
H 1.52732 3.43402 -1.53771 0.00
O 0.23732 2.79238 -0.04336 -0.02
O 1.73526 1.42658 0.77606 -0.01
O 0.01135 2.03143 2.04163 0.01
C 1.08193 2.50226 -1.17825 0.00
C 2.09451 1.49926 -0.62268 0.00
C 0.65541 2.13230 1.01452 0.03
H 0.43523 2.07221 -1.95581 0.00
H 3.12292 1.87703 -0.66093 0.00
Na -2.33681 1.21878 2.39879 0.45
```

Summary:
2S+1: 2
LUMO energy (spin up / spin down): -0.017 / -0.001 Eh
Calculated total energy: -953.32887 a.u.
Charge: 0
F_max: 0.04328 hartree/bohr
⟨S²⟩: 0.750
HOMO level (spin up / spin down): -4.1 / -6.8 eV


Record 8
C6H6FN2O5 | wB97M-V/def2-TZVPD

```
20
Properties=species:S:1:pos:R:3:mulliken_charge:R:1
C 0.86261 -1.48892 1.27780 0.43
C 3.05022 -1.26148 -0.02458 0.47
C 1.43552 -2.91402 -0.66605 0.76
C -0.56520 -0.52793 -0.95049 -0.17
C 0.58772 -2.49239 0.36437 0.02
C -1.44790 0.82506 0.75000 -0.55
N 2.06924 -0.80868 0.85643 -0.03
N 0.20472 0.22681 -1.48780 -0.77
O 2.59160 -2.10645 -0.92691 -0.34
O 0.29114 -1.08746 2.29604 -0.73
O 4.15956 -0.84485 0.00730 -0.63
O 1.25899 -3.75148 -1.49420 -0.65
O -1.52404 -0.35058 -0.02060 -0.36
F -0.56110 -3.23734 0.54751 -0.47
H -0.73889 -1.48359 -1.36679 0.71
H -2.01666 1.64616 0.31576 0.25
H -0.33011 1.03341 0.88880 0.26
H -1.94031 0.54650 1.64838 0.22
H 2.42054 0.06190 1.49526 0.28
H 0.77014 -0.22062 -2.19895 0.30
```

Summary:
2S+1: 1
LUMO energy: 0.133 Eh
Calculated total energy: -817.87897 a.u.
Charge: -1
F_max: 0.10319 hartree/bohr
Relative energy (zero: lowest compared OMol25 entry of this formula, charge and spin): 47.3 kJ/mol
HOMO level: -4.4 eV


Record 9
C6H6FNO4S2 | wB97M-V/def2-TZVPD

```
20
Properties=species:S:1:pos:R:3:mulliken_charge:R:1
C -0.50545 2.76619 0.05128 -0.43
C -1.16012 2.05075 1.04249 -0.70
C 0.56942 2.19815 -0.61767 -0.65
C -0.74885 0.77231 1.35883 -0.48
C 1.00509 0.92816 -0.29764 -0.29
C 0.34938 0.21030 0.70395 0.85
N 0.79861 -1.04183 1.09507 -0.21
O 2.42916 -1.72249 -0.78139 -0.49
O 1.59873 -3.39978 0.84711 -0.51
O -1.82079 -2.07795 -0.37206 -0.44
O -1.47059 -3.25808 -2.53794 -0.45
F -0.48960 -0.95269 -2.14838 -0.27
S 1.38279 -2.22628 0.05416 1.01
S -0.95710 -2.46505 -1.46131 0.82
H -0.83722 3.76027 -0.20370 0.39
H -1.99907 2.48496 1.56353 0.37
H 1.06621 2.74998 -1.39999 0.38
H -1.26184 0.20648 2.12195 0.32
H 1.83155 0.48395 -0.82718 0.48
H 0.21969 -1.46734 1.80889 0.33
```

Summary:
2S+1: 1
LUMO energy (spin up / spin down): -0.117 / -0.117 Eh
Calculated total energy: -1484.10784 a.u.
Charge: 0
F_max: 0.04588 hartree/bohr
Relative energy (zero: lowest compared OMol25 entry of this formula, charge and spin): 115.2 kJ/mol
HOMO level (spin up / spin down): -9.5 / -9.5 eV


Record 10
C6H6HoO5 | wB97M-V/def2-TZVPD

```
18
Properties=species:S:1:pos:R:3:mulliken_spin:R:1
O -0.30166 3.32588 1.81287 0.00
C -0.69684 2.45613 1.14139 -0.01
Ho -2.06077 0.77266 -0.04842 4.03
O 3.28789 3.26339 0.02562 0.00
C 2.39172 2.55542 -0.00146 0.00
C -2.16528 3.26802 -0.86810 -0.01
O -2.02019 4.37910 -1.16472 0.00
C -0.40442 1.66356 -1.59990 -0.01
O 0.24904 2.28414 -2.33831 0.00
C 0.36440 -3.50270 0.54458 0.00
C 0.47445 -2.08790 -0.04163 0.00
O -0.60498 -1.17498 0.61797 -0.01
H 0.45230 -3.54271 1.64795 0.00
H 1.16982 -4.15094 0.14149 0.00
H -0.58675 -3.99301 0.24457 0.00
H 1.46147 -1.62073 0.13491 0.00
H 0.23890 -2.04025 -1.08918 0.00
H -1.24908 -1.85509 0.84037 0.00
```

Summary:
2S+1: 5
LUMO energy (spin up / spin down): -0.576 / -0.568 Eh
Calculated total energy: -1555.20194 a.u.
Charge: +3
F_max: 0.14603 hartree/bohr
Relative energy (zero: lowest compared OMol25 entry of this formula, charge and spin): 138.1 kJ/mol
⟨S²⟩: 6.004
HOMO level (spin up / spin down): -22.3 / -22.3 eV